This record from OMol25 describes a molecular structure, C27H25Cl3N5O4PSSeTi. The level of theory is the ωB97M-V functional and the def2-TZVPD basis.

Atoms and positions in Å:
H -1.647 6.071 0.821
H 0.363 -5.708 2.180
C -0.583 -4.032 3.138
C 3.700 -0.915 0.174
C 0.664 -2.359 -1.829
H -1.895 2.081 -3.752
C 5.649 0.869 0.887
Cl -3.511 6.175 2.986
C -2.652 4.838 2.259
H 5.272 -2.383 0.038
C -2.829 3.558 2.748
O 1.781 2.735 1.430
H -3.486 3.366 3.584
H 1.858 -2.628 -4.991
Ti 1.227 1.135 0.055
C -3.159 2.421 -1.994
N 3.356 0.347 0.440
C -4.522 1.448 -0.111
H -4.499 2.407 0.411
H -0.961 -4.621 3.965
H 3.987 2.225 0.962
H 1.205 -4.377 0.286
H -0.049 -4.205 -5.156
S -2.785 -1.179 -0.428
H -3.031 3.388 -1.502
N -1.883 0.506 -2.342
O 1.954 2.541 3.584
C -0.408 -3.240 -1.928
C 1.478 -2.146 -2.943
H 2.287 -1.428 -2.882
C -1.882 1.932 -2.673
H -1.425 -2.191 3.853
C 0.162 -4.645 2.135
N -3.411 1.375 -1.019
C -1.131 4.006 0.621
C -0.660 -3.902 -3.123
Se 1.735 1.299 -2.201
Cl -2.405 0.921 2.795
H -0.573 -0.859 1.960
H -5.478 1.355 -0.640
H -1.506 -4.574 -3.190
H -1.063 -3.391 -1.084
C 6.005 -0.451 0.618
H 6.382 1.612 1.167
N 1.705 2.054 2.509
P 1.040 -1.436 -0.295
C 0.640 -3.893 1.075
H -4.433 0.640 0.611
C 0.154 -3.691 -4.224
O 1.360 0.848 2.358
H 3.034 -2.727 -0.415
C -1.800 5.071 1.200
C -2.683 0.269 -1.268
H -4.003 2.494 -2.693
Cl -0.059 4.344 -0.700
O -0.690 1.657 0.484
C 1.225 -2.811 -4.132
C -1.276 2.665 1.052
C 4.321 1.211 0.780
H -0.985 0.042 -2.382
C 5.032 -1.351 0.259
C -2.150 2.510 2.155
H 7.037 -0.770 0.687
C 0.381 -2.524 1.009
C -0.844 -2.673 3.077
N 2.720 -1.792 -0.208
H -0.992 2.404 -2.262
C -0.362 -1.919 2.015

Computed properties:
Lowest unoccupied orbital energy (alpha / beta) ... 2.43 / 2.43 eV
Net charge ... -1
Multiplicity ... 2
⟨S²⟩ ... 0.7599

=====

This record from OMol25 describes C18H22N2O3S2 in the gas phase. The level of theory is the ωB97M-V functional and the def2-TZVPD basis.

Atoms and positions in Å:
H 3.574 3.119 -2.412
H 1.290 2.223 -2.680
H 3.542 1.246 -3.571
O 1.689 2.551 1.446
C 4.927 3.600 -0.812
C 3.579 3.106 -1.321
C -3.256 -2.927 2.019
H -4.277 -1.280 1.392
H -0.699 -2.012 1.854
O 0.283 3.457 -0.362
H 0.138 1.104 -1.933
C -1.713 1.440 0.453
S -6.096 -2.834 1.920
H -6.400 -6.200 3.149
C 3.355 0.368 -2.951
H 4.930 3.628 0.275
H 1.037 -0.309 1.309
C -6.073 -5.237 2.803
C -0.010 -0.104 1.159
C -4.722 -4.859 2.694
H 1.405 0.037 -3.836
H 3.831 -0.353 -0.989
H -3.888 -5.488 2.944
C 3.947 0.571 -1.558
H 5.734 2.950 -1.144
O -2.216 -3.509 2.248
H -1.964 2.413 0.060
S 0.896 2.321 0.274
H 5.124 4.603 -1.182
H 1.665 -0.789 -2.290
H 5.012 0.795 -1.628
N -3.346 -1.641 1.553
H 3.835 -0.487 -3.432
H -7.996 -4.259 2.400
N 1.814 1.428 -0.798
C -0.974 -1.046 1.463
H 3.531 1.663 0.260
C -2.683 0.507 0.757
C -4.556 -3.581 2.228
C 1.201 1.294 -2.100
C -6.924 -4.248 2.420
C -2.322 -0.744 1.264
C 3.243 1.700 -0.797
C 1.851 0.132 -2.845
C -0.382 1.129 0.655
H -3.727 0.741 0.606
H 2.794 3.781 -0.971

Computed properties:
Lowest unoccupied orbital energy ... -0.04 eV
SMILES ... CC[C@@H]1CCCCN1S(=O)(=O)c1ccc(NC(=O)c2cccs2)cc1

=====

This record from OMol25 describes 2 unconnected molecules or ions with the total composition C2H7OS. The level of theory is the ωB97M-V functional and the def2-TZVPD basis.

Atoms and positions in Å:
H -1.235 -0.834 0.605
C 0.403 2.168 0.592
H -0.115 -1.914 -0.528
H 0.670 2.773 -0.258
O -0.066 -3.005 -0.856
H -0.710 2.162 0.821
H -0.979 -0.364 -1.223
H 0.747 -3.336 -0.618
S 0.892 0.306 0.202
C -0.583 -0.456 -0.220
H 0.976 2.501 1.482

Computed properties:
Lowest unoccupied orbital energy ... 3.95 eV
Net charge ... -1

=====

This record from OMol25 describes C10H22N4 in the gas phase. The level of theory is the ωB97M-V functional and the def2-TZVPD basis.

Atoms and positions in Å:
H 0.473 3.359 0.283
N 1.429 -0.667 -0.833
H -0.416 -1.617 -1.369
H 2.016 0.156 -1.078
C -2.372 0.193 -0.723
H 4.051 -2.331 -0.125
C -1.910 0.296 2.075
H -2.599 -0.650 -1.358
H 1.061 2.458 2.537
N -1.337 1.100 -1.293
H -3.120 -1.067 0.733
C -0.875 1.531 -0.077
N 3.442 -1.492 -0.326
C -2.139 -0.516 0.714
H 0.768 -2.925 -0.045
C 0.180 2.109 1.991
H -1.754 2.133 0.347
H 1.416 1.699 0.247
H -0.683 0.670 0.502
H -3.252 0.754 -0.668
N 1.697 -3.017 -0.453
H -0.626 2.829 2.336
H 0.382 0.997 -2.645
H 0.285 0.055 2.142
C 2.246 -1.755 -0.514
C 0.420 2.265 0.497
H 2.205 -3.650 0.100
H -2.044 -0.537 2.834
H -1.289 -1.245 0.650
C 0.330 -0.865 -1.789
H -0.951 0.115 -3.111
H -2.692 1.013 2.228
C -0.466 0.838 2.499
C -0.435 0.357 -2.204
H -0.438 1.012 3.644
H 0.708 -1.419 -2.674

Computed properties:
Lowest unoccupied orbital energy ... 0.81 eV
SMILES ... [H]/N=C(\N)NCCN1CCCCCCC1

=====

This record from OMol25 describes C4H6N2O2 in the gas phase. The level of theory is the ωB97M-V functional and the def2-TZVPD basis.

Atoms and positions in Å:
C -1.394 -0.656 0.957
C 2.123 0.468 -0.381
H 2.651 0.307 -1.286
C 0.735 0.510 -0.336
H -1.918 2.229 -0.305
H -1.498 -1.183 2.021
N -2.504 -0.886 0.068
O -1.452 0.818 1.177
H -3.422 -0.916 0.520
H 2.523 1.311 0.147
O -2.415 0.259 -0.782
H 2.554 -0.456 0.177
C -1.565 1.210 -0.164
N -0.204 1.179 -0.762

Computed properties:
Lowest unoccupied orbital energy (alpha / beta) ... 0.03 / 0.39 eV

=====

Sequential relative energy (zero: lowest compared OMol25 entry of this formula, charge and spin) output: 6.03, 6.58, 52.51, 41.55, 172.34 kcal/mol
Sequential max |F| output: 0.20, 0.98, 3.49, 5.51, 4.77 eV Å⁻¹
Sequential E output: -6989.82709, -1830.72990, -553.78027, -613.11081, -415.76598 Eh